[1]
Formula: C13H17N2O10P2S
Source: the Open Molecules 2025 dataset
Level of theory: wB97M-V/def2-TZVPD

Each line ends with the natural charge from an NBO analysis.
Element x y z (Å)
1 C -0.39871 0.01319 1.69192  -0.630
2 C 0.17549 0.14267 0.27689  -0.061
3 O -0.19582 1.42360 -0.21558  -0.580
4 C -0.00505 1.60264 -1.62947  0.058
5 C -1.37338 1.85217 -2.32582  0.004
6 S -2.83469 1.48124 -1.34540  0.013
7 C -1.53515 1.04624 -3.68432  0.729
8 O -0.79206 0.05819 -3.76218  -0.757
9 O -2.36741 1.49196 -4.44938  -0.712
10 O -1.37889 3.28143 -2.64975  -0.486
11 C -0.14462 3.77949 -2.64151  0.800
12 O 0.16138 4.80805 -3.22624  -0.653
13 C 0.76210 2.93468 -1.77576  -0.869
14 P 0.82710 3.86999 -0.15230  1.329
15 N -0.79827 4.37727 -0.00908  -1.167
16 O 1.62505 5.21464 -0.74142  -1.031
17 P 2.41807 2.63258 -2.57938  1.411
18 O 3.32834 2.49623 -1.20487  -1.018
19 O 2.81877 4.07710 -3.19484  -1.002
20 H 0.33812 -0.41349 2.38076  0.194
21 H -0.67368 0.99862 2.07588  0.221
22 H -1.27434 -0.64308 1.70548  0.207
23 H 1.27352 0.08393 0.31901  0.161
24 H -0.20278 -0.65887 -0.36005  0.203
25 H 0.51426 0.72216 -2.00811  0.255
26 H -2.68635 2.47437 -0.45835  0.124
27 H -0.89512 4.92287 0.84065  0.382
28 H -1.14300 4.95087 -0.77832  0.376
29 H 1.10909 5.68604 -1.41693  0.486
30 H 4.05450 3.13102 -1.18494  0.498
31 H 2.36822 4.82512 -2.77630  0.511
32 C 0.13200 -6.63996 3.69109  -0.189
33 C 1.17210 -5.82100 3.27179  -0.211
34 C 0.92144 -4.76262 2.41252  -0.213
35 C -0.37644 -4.54517 1.99185  0.097
36 C -1.42629 -5.34928 2.39170  -0.214
37 C -1.16360 -6.40611 3.24920  -0.211
38 N -0.65193 -3.40805 1.09139  0.518
39 O 0.29195 -2.73047 0.74473  -0.364
40 O -1.80432 -3.21935 0.76492  -0.363
41 H 0.33163 -7.46278 4.36522  0.214
42 H 2.18113 -6.00434 3.61522  0.219
43 H 1.71821 -4.11625 2.07597  0.253
44 H -2.42779 -5.15163 2.03994  0.252
45 H -1.97280 -7.04591 3.57418  0.218

Properties
* strongest force on any atom: 0.036 Eh/bohr
* charge: -1
* HOMO level: -0.1800 Eh
* calculated total energy: -66625.8931 eV
* LUMO energy: 1.22 eV



[2]
Formula: C13H17N3O2S
Source: the Open Molecules 2025 dataset
Level of theory: wB97M-V/def2-TZVPD

Each line ends with the natural charge from an NBO analysis.
Element x y z (Å)
1 N -3.47621 0.81998 0.57426  -0.454
2 N 1.27437 0.61253 -0.87066  -0.435
3 O -0.70389 1.27197 1.12491  -0.695
4 O -2.46777 -0.76918 -3.74367  -0.685
5 S -4.59163 -0.09723 -1.61830  0.294
6 C -4.65899 0.43150 0.10421  0.143
7 C 1.79216 0.05021 0.20512  0.179
8 C -2.46478 0.55927 -0.36351  0.018
9 C -0.11013 0.44996 -1.08583  0.061
10 C -1.07869 0.74206 -0.11231  0.318
11 C -1.93448 -0.22451 -2.58078  0.343
12 C -2.84986 0.06476 -1.58286  -0.278
13 C -0.54904 -0.02293 -2.36426  -0.064
14 N 3.74253 -0.68309 1.74355  -0.447
15 C -5.93628 0.52700 0.90747  -0.663
16 C 0.42884 -0.40879 -3.45208  -0.640
17 C 5.20583 -0.88116 1.93592  -0.406
18 C 3.04463 -0.38497 3.02577  -0.421
19 C 3.26404 0.15917 0.59441  -0.289
20 H -1.53376 1.42364 1.62714  0.500
21 H -3.44849 -0.70654 -3.69167  0.478
22 H 1.13979 -0.51458 0.85519  0.169
23 H -6.47335 -0.42320 0.84281  0.232
24 H -6.56572 1.34167 0.54080  0.237
25 H -5.69737 0.67211 1.94564  0.245
26 H -0.04326 -0.53500 -4.42837  0.232
27 H 0.85726 -1.38550 -3.21028  0.222
28 H 1.22526 0.34316 -3.48106  0.236
29 H 5.41272 -1.74048 2.61965  0.205
30 H 5.65457 0.04672 2.39118  0.166
31 H 5.66571 -1.07727 0.95288  0.205
32 H 3.44251 -1.00388 3.84253  0.206
33 H 3.20549 0.70104 3.29965  0.164
34 H 1.95053 -0.54148 2.95020  0.204
35 H 3.85066 -0.05411 -0.29948  0.228
36 H 3.42681 1.23713 0.80184  0.190

Properties
* strongest force on any atom: 0.063 Eh/bohr
* SMILES: Cc1nc2c(O)c(/N=C/CN(C)C)c(C)c(O)c2s1
* charge: 0
* HOMO level: -0.2817 Eh
* calculated total energy: -33156.2499 eV
* relative energy (zero: lowest compared OMol25 entry of this formula, charge and spin): 70.2 kcal/mol
* LUMO energy: 0.53 eV